The following is a quantum chemistry calculation of C11H14ClNO in the gas phase, from the OMol25 dataset.

```
28
C11H14ClNO | the OMol25 dataset | ωB97M-V with the def2-TZVPD basis set
H 3.533 -1.263 -0.242
H -3.411 0.394 0.183
N -0.679 1.103 -2.263
C -0.563 0.822 0.231
H -1.363 -0.557 2.256
H 3.690 2.905 0.375
C -2.791 -0.360 -0.364
H 0.362 0.703 -2.313
C 1.626 1.963 0.379
H -0.901 1.613 -3.052
Cl -1.230 1.765 1.589
H -2.104 -2.013 1.533
H -0.812 -1.105 -0.684
H -2.979 -0.185 -1.457
H 4.789 0.813 -0.330
H 1.085 2.793 0.721
H -3.372 -1.344 -0.014
C 1.676 -0.404 0.097
H -0.332 -1.933 1.445
C -1.354 -0.603 0.112
C 2.996 1.967 0.293
C -1.314 -1.272 1.487
O -1.874 2.619 -0.959
C 3.720 0.806 0.005
H 1.259 -1.361 0.325
C -1.143 1.624 -1.026
C 0.940 0.748 0.263
C 3.011 -0.366 -0.029
```

## Properties
F_max	0.0902	hartree/bohr
multiplicity	1
LUMO level	0.6657	eV
highest occupied orbital energy	-9.36	eV